{"formula": "C5H8O2", "method": "ωB97M-V/def2-TZVPD", "homo_energy_ev": -8.33, "gap_ev": 8.95, "elements": ["O", "C", "C", "C", "C", "C", "O", "H", "H", "H", "H", "H", "H", "H", "H"], "positions_angstrom": [[2.012, -0.900, -0.558], [1.138, -0.367, 0.434], [0.639, 1.028, 0.029], [-0.725, 0.688, -0.580], [-1.703, 0.193, 0.429], [-0.210, -1.118, 0.502], [-0.713, -0.730, -0.917], [1.465, -1.103, -1.335], [1.726, -0.364, 1.357], [0.530, 1.688, 0.897], [1.331, 1.488, -0.681], [-1.042, 1.292, -1.441], [-1.728, 0.384, 1.465], [-2.692, 0.037, -0.066], [-0.027, -2.217, 0.464]], "forces_ev_per_angstrom": [[-0.575, -0.327, 0.121], [-0.352, 0.526, 0.479], [0.015, 0.132, -0.111], [-0.079, -0.803, 0.105], [0.675, -0.445, 1.728], [-1.548, 0.774, -2.604], [2.740, -0.769, -2.488], [0.019, 0.114, 0.160], [-0.286, -0.056, -0.057], [-0.035, -0.055, -0.156], [-0.131, -0.037, 0.072], [-0.155, -0.207, 0.472], [-0.436, 1.372, 0.976], [1.023, -0.869, 0.745], [-0.875, 0.650, 0.558]], "lowdin_charge": [-0.032, -0.363, -0.086, -0.325, 0.073, -0.003, -0.196, 0.093, 0.145, 0.122, 0.120, 0.152, 0.056, 0.119, 0.125]}



{"formula": "C6H17N2Si", "method": "ωB97M-V/def2-TZVPD", "total_charge": 1, "homo_energy_ev": [-9.89, -13.56], "s_squared": 2.013, "spin_multiplicity": 3, "gap_ev": [6.30, 6.02], "elements": ["C", "C", "C", "C", "C", "C", "N", "N", "Si", "H", "H", "H", "H", "H", "H", "H", "H", "H", "H", "H", "H", "H", "H", "H", "H", "H"], "positions_angstrom": [[-0.325, -1.570, -0.566], [-3.289, 0.405, 0.340], [1.019, 2.955, 0.196], [-2.540, -0.972, 0.125], [0.905, 1.676, -0.592], [1.082, -1.458, -0.617], [-1.142, -0.762, -0.147], [1.401, 0.488, 0.115], [2.408, -2.410, 0.521], [-0.418, -2.536, -0.913], [-3.106, 1.035, 1.239], [-3.111, 0.974, -0.480], [-4.424, 0.237, 0.287], [0.132, 3.046, 0.819], [1.882, 2.805, 0.832], [1.333, 3.864, -0.331], [-3.137, -1.356, -0.783], [-2.661, -1.741, 0.808], [1.523, 1.644, -1.521], [-0.058, 1.355, -0.885], [1.429, -1.058, -1.626], [0.973, 0.196, 0.907], [2.341, 0.443, 0.470], [3.342, -1.341, 0.179], [2.448, -3.584, -0.314], [1.990, -2.337, 1.935]], "forces_ev_per_angstrom": [[3.102, 0.773, 0.824], [-2.213, -2.032, 2.599], [0.525, -0.019, 0.290], [-2.181, 2.945, -1.774], [2.319, -1.038, -0.833], [2.653, -0.133, -1.489], [-3.082, -0.673, -0.791], [1.735, 1.341, -0.823], [-1.809, 1.721, -1.955], [-2.266, -2.651, -0.600], [0.267, -0.959, -0.404], [0.820, 1.790, -2.561], [1.661, -0.044, 0.331], [0.088, 0.582, 0.045], [0.081, -0.012, 0.575], [-0.896, -0.257, -0.310], [1.636, 0.496, 0.543], [-0.093, -0.971, 2.041], [-0.493, 0.555, 0.498], [-1.428, 0.354, -0.406], [-0.174, -0.541, 1.474], [-2.720, -0.349, 2.912], [0.895, 0.862, -0.839], [0.902, -0.356, 0.330], [0.613, -0.996, 0.444], [0.058, -0.386, -0.124]], "lowdin_charge": [-0.200, -0.054, -0.069, -0.162, -0.263, -0.305, 0.217, -0.044, 0.745, 0.142, 0.090, 0.023, 0.113, 0.078, 0.069, 0.088, 0.172, 0.097, 0.135, 0.078, 0.120, 0.040, 0.073, -0.060, -0.068, -0.059]}



{"formula": "C52H56ILuN5OP2Se", "method": "ωB97M-V/def2-TZVPD", "total_charge": 1, "homo_energy_ev": -9.77, "gap_ev": 7.52, "elements": ["Lu", "N", "C", "C", "C", "C", "C", "C", "C", "C", "C", "C", "C", "C", "H", "H", "H", "H", "H", "H", "H", "H", "H", "H", "C", "C", "C", "C", "C", "O", "C", "N", "C", "C", "C", "C", "C", "C", "P", "C", "C", "C", "C", "C", "C", "C", "C", "C", "C", "C", "C", "H", "H", "H", "H", "H", "H", "H", "H", "H", "H", "H", "H", "H", "H", "H", "H", "H", "H", "H", "H", "H", "H", "H", "H", "I", "Se", "C", "N", "N", "C", "C", "N", "H", "H", "H", "H", "H", "H", "H", "H", "H", "C", "P", "C", "C", "C", "C", "C", "C", "C", "C", "C", "C", "C", "C", "H", "H", "H", "H", "H", "H", "H", "H", "H", "H", "H", "H", "H"], "positions_angstrom": [[0.081, -0.118, 0.760], [2.572, -0.511, 0.441], [3.367, 0.190, 1.415], [4.346, 1.059, 0.961], [5.099, 1.807, 1.853], [4.861, 1.672, 3.210], [3.891, 0.787, 3.653], [3.126, 0.012, 2.779], [2.075, -0.891, 3.355], [2.428, -1.587, 4.514], [1.485, -2.285, 5.255], [0.163, -2.277, 4.844], [-0.169, -1.634, 3.656], [0.755, -0.959, 2.847], [3.027, -0.476, -0.469], [2.543, -1.495, 0.717], [4.533, 1.132, -0.107], [5.862, 2.482, 1.489], [5.416, 2.263, 3.925], [3.685, 0.718, 4.713], [3.459, -1.575, 4.846], [1.783, -2.813, 6.151], [-0.599, -2.771, 5.434], [-1.212, -1.664, 3.355], [0.087, 1.380, -5.339], [0.138, -0.023, -4.740], [-1.266, -0.571, -4.502], [1.048, 0.010, -3.491], [2.513, -0.159, -3.889], [2.726, -1.576, -3.736], [1.718, -1.995, -2.922], [0.809, -1.161, -2.624], [1.758, -3.437, -2.608], [2.409, -4.251, -3.542], [2.423, -5.625, -3.399], [1.797, -6.204, -2.305], [1.176, -5.402, -1.367], [1.137, -4.013, -1.499], [0.485, -3.091, -0.032], [1.715, -3.804, 1.161], [3.061, -3.673, 0.805], [4.072, -4.110, 1.644], [3.756, -4.711, 2.854], [2.426, -4.872, 3.205], [1.412, -4.417, 2.371], [-1.094, -3.988, 0.267], [-1.744, -4.663, -0.769], [-2.900, -5.387, -0.527], [-3.439, -5.439, 0.751], [-2.834, -4.728, 1.776], [-1.681, -3.993, 1.532], [-0.405, 1.375, -6.312], [1.085, 1.805, -5.477], [-0.481, 2.038, -4.676], [0.628, -0.688, -5.463], [-1.829, 0.058, -3.814], [-1.240, -1.578, -4.088], [-1.805, -0.607, -5.450], [0.875, 0.927, -2.934], [3.215, 0.365, -3.235], [2.721, 0.108, -4.924], [2.889, -3.790, -4.391], [2.921, -6.240, -4.135], [1.813, -7.277, -2.169], [0.732, -5.864, -0.495], [3.333, -3.265, -0.165], [5.105, -3.996, 1.342], [4.540, -5.054, 3.515], [2.165, -5.350, 4.139], [0.391, -4.563, 2.681], [-1.334, -4.647, -1.768], [-3.377, -5.920, -1.339], [-4.330, -6.022, 0.944], [-3.255, -4.748, 2.773], [-1.234, -3.429, 2.340], [-0.987, 1.857, -1.140], [1.318, 3.956, 3.598], [1.061, 2.673, 2.419], [0.892, 1.832, 1.617], [0.726, 5.193, -1.607], [1.830, 5.918, -0.923], [2.401, 4.914, 0.106], [2.412, 3.571, -0.497], [0.555, 5.478, -2.567], [-0.154, 5.206, -1.092], [1.126, 4.184, -1.519], [1.468, 6.827, -0.451], [2.566, 6.176, -1.683], [1.734, 4.878, 0.968], [3.377, 5.237, 0.461], [2.092, 2.869, 0.171], [3.312, 3.315, -0.877], [-3.678, -1.299, 2.548], [-2.847, -0.270, 1.280], [-3.382, 1.377, 1.843], [-4.707, 1.794, 1.738], [-5.098, 3.011, 2.273], [-4.174, 3.813, 2.931], [-2.856, 3.397, 3.057], [-2.465, 2.184, 2.510], [-3.807, -0.643, -0.223], [-4.066, -1.980, -0.517], [-4.742, -2.328, -1.678], [-5.160, -1.342, -2.559], [-4.904, -0.008, -2.273], [-4.228, 0.342, -1.114], [-4.754, -1.143, 2.476], [-3.333, -0.973, 3.529], [-3.452, -2.355, 2.424], [-5.436, 1.173, 1.231], [-6.127, 3.332, 2.183], [-4.485, 4.759, 3.355], [-2.130, 4.009, 3.575], [-1.433, 1.871, 2.616], [-3.751, -2.761, 0.164], [-4.945, -3.370, -1.888], [-5.690, -1.611, -3.464], [-5.234, 0.767, -2.952], [-4.038, 1.384, -0.901]], "forces_ev_per_angstrom": [[0.862, 0.186, -0.079], [-0.414, -0.202, 0.191], [-0.008, 0.003, -0.103], [0.067, 0.016, -0.016], [-0.035, -0.021, 0.016], [-0.023, -0.008, -0.019], [0.009, 0.018, 0.013], [-0.111, -0.023, 0.002], [0.037, 0.009, 0.030], [0.029, 0.019, 0.022], [-0.015, 0.007, -0.038], [0.023, 0.023, 0.000], [0.010, -0.060, -0.004], [-0.075, 0.096, -0.149], [-0.158, 0.023, 0.036], [0.043, 0.124, -0.039], [-0.008, 0.004, -0.002], [0.015, 0.001, -0.004], [0.005, 0.003, 0.011], [0.007, -0.012, 0.004], [-0.007, 0.003, 0.019], [0.005, 0.010, 0.019], [-0.002, -0.011, 0.007], [0.028, 0.038, 0.030], [-0.043, -0.035, -0.004], [0.055, -0.037, -0.019], [0.056, 0.039, 0.023], [-0.044, 0.094, -0.057], [0.004, 0.032, -0.051], [-0.036, 0.027, 0.049], [0.104, -0.156, -0.064], [-0.025, 0.031, 0.080], [0.022, 0.042, -0.062], [-0.032, -0.052, 0.014], [-0.011, 0.048, 0.003], [-0.005, -0.024, 0.030], [0.082, -0.033, 0.051], [-0.012, 0.136, 0.079], [-0.114, -0.359, 0.141], [-0.089, -0.006, -0.035], [0.039, -0.034, -0.084], [-0.007, -0.010, 0.037], [-0.011, 0.035, -0.024], [0.007, 0.024, -0.023], [0.002, 0.006, -0.002], [0.048, -0.060, -0.068], [0.040, -0.011, 0.044], [-0.028, 0.059, -0.008], [-0.007, 0.004, 0.007], [0.026, -0.033, -0.016], [0.067, -0.017, -0.015], [-0.014, -0.002, -0.003], [0.004, 0.004, 0.005], [0.028, 0.026, 0.001], [-0.002, -0.031, 0.006], [-0.030, 0.063, 0.100], [0.007, -0.004, 0.009], [-0.016, 0.016, 0.006], [-0.004, -0.049, -0.029], [-0.021, -0.013, 0.052], [0.014, -0.006, -0.002], [0.018, 0.016, -0.016], [0.014, 0.004, -0.006], [-0.019, -0.004, -0.005], [-0.006, -0.004, 0.022], [-0.012, -0.009, 0.015], [0.010, 0.004, -0.002], [0.008, -0.020, -0.002], [-0.006, 0.002, 0.011], [-0.022, -0.006, 0.007], [0.002, 0.008, -0.039], [-0.001, 0.002, -0.013], [-0.007, 0.000, 0.001], [-0.006, 0.004, 0.007], [-0.003, -0.056, -0.037], [-0.149, 0.305, -0.190], [-0.036, 0.080, 0.109], [0.012, -0.159, -0.143], [-0.116, -0.132, 0.119], [0.143, -0.585, 0.267], [0.304, 0.028, 0.208], [-0.233, -0.245, -0.081], [-0.155, 0.431, -0.071], [0.029, -0.068, -0.001], [0.026, -0.027, 0.012], [-0.322, 0.122, -0.253], [-0.003, 0.009, -0.013], [-0.013, -0.005, -0.013], [0.082, 0.068, 0.034], [0.000, 0.111, -0.019], [0.144, 0.086, -0.205], [0.025, -0.019, 0.117], [0.004, -0.023, -0.011], [0.042, 0.148, 0.053], [-0.029, -0.032, 0.001], [-0.010, 0.018, -0.019], [0.008, -0.016, -0.013], [0.015, -0.010, 0.013], [-0.049, 0.011, -0.025], [0.012, -0.004, 0.000], [0.008, -0.067, 0.017], [-0.010, 0.002, -0.005], [0.015, 0.025, 0.011], [0.016, 0.002, 0.013], [0.018, -0.007, 0.001], [-0.059, 0.019, 0.003], [-0.002, -0.011, 0.030], [-0.017, 0.016, 0.005], [-0.037, 0.063, -0.013], [0.001, -0.002, 0.009], [-0.011, 0.003, 0.002], [-0.002, 0.010, -0.002], [0.022, -0.004, 0.004], [-0.001, -0.012, 0.028], [0.000, -0.013, -0.017], [0.010, -0.016, -0.002], [-0.007, -0.003, -0.010], [-0.002, 0.002, -0.006], [0.019, -0.005, -0.006]], "lowdin_charge": [1.110, 0.020, -0.281, -0.063, -0.082, -0.073, -0.028, -0.147, -0.211, -0.050, -0.085, -0.092, -0.184, -0.237, 0.092, 0.019, 0.104, 0.104, 0.109, 0.120, 0.115, 0.107, 0.105, 0.033, -0.069, -0.385, -0.069, -0.339, -0.092, -0.006, -0.350, 0.149, -0.135, -0.003, -0.047, -0.046, -0.092, -0.308, 1.087, -0.359, -0.129, -0.060, -0.068, -0.066, -0.076, -0.356, -0.095, -0.075, -0.070, -0.089, -0.138, 0.083, 0.075, 0.065, 0.140, 0.046, 0.069, 0.083, 0.012, 0.121, 0.128, 0.120, 0.113, 0.114, 0.118, 0.106, 0.110, 0.109, 0.113, 0.087, 0.108, 0.113, 0.112, 0.115, 0.066, 0.245, 0.599, -0.941, -0.143, 0.128, -0.136, -0.222, 0.010, 0.158, 0.135, 0.076, 0.127, 0.125, 0.044, 0.124, 0.019, 0.086, -0.233, 0.907, -0.406, -0.095, -0.070, -0.072, -0.065, -0.118, -0.390, -0.092, -0.071, -0.075, -0.073, -0.160, 0.062, 0.053, 0.003, 0.109, 0.107, 0.107, 0.090, 0.056, 0.072, 0.102, 0.106, 0.109, 0.057]}